Computed, not measured: a 13-piece molecular cluster, C36H101N3O25 overall at a distorted geometry, with ωB97M-V with the def2-TZVPD basis set.

Geometry as XYZ:
```
165
Properties=species:S:1:pos:R:3:lowdin_charge:R:1
H 1.2941 1.6885 0.7576 0.06
H 6.1031 -4.0165 2.9228 0.12
C -4.5915 3.2403 4.8068 -0.25
C 2.7221 0.9732 -3.5724 -0.23
H 1.6788 3.0188 -6.6281 0.07
H -2.2167 -2.7871 -5.3386 0.13
H -1.1118 2.4014 -5.9567 0.10
H -5.0688 7.4399 1.3542 0.12
C 2.1767 1.8415 -4.6831 -0.24
H 0.4163 -6.6521 8.2807 0.08
C -0.3365 -1.0318 2.5290 -0.13
C -1.3011 3.2961 -7.7939 -0.17
H 0.0556 -7.0643 3.3359 0.07
H -0.2733 3.0090 -8.0159 0.09
H 4.0721 -2.1140 -5.2632 0.12
O 1.5645 3.4269 3.7308 -0.08
O 4.7024 -3.0143 1.7450 -0.09
C -4.3680 6.6057 1.3212 -0.18
H 7.4301 -1.4141 -6.5086 0.09
O 2.8906 -6.8302 0.0914 -0.22
H -2.6437 7.9534 1.3721 0.13
O 3.0877 1.8064 -5.7541 -0.21
H -0.8917 6.4817 -0.8396 0.03
H 5.1801 -2.7534 -3.9540 0.11
O -5.5046 -2.0200 -5.3916 -0.04
C -1.0139 5.8273 -3.8550 -0.30
H 5.1587 -2.4620 3.4685 0.12
O -2.2286 3.1700 -8.9796 -0.09
H -1.4682 0.2068 0.3380 0.11
H -2.7222 2.7193 4.8555 0.13
H 1.9841 2.8593 -4.3440 0.12
H -1.9438 6.1456 -5.5333 0.12
H 7.3903 -1.7464 3.3680 0.12
H 2.0569 -8.3635 0.8847 0.13
H -1.9499 2.4343 -9.5297 0.06
H 0.1230 -7.3276 5.7215 0.12
H 1.9841 0.8912 -2.7744 0.10
C -5.4456 -0.8276 2.7363 -0.24
H -1.8166 -6.1239 3.8905 0.04
H 3.1667 -0.2279 -5.1193 0.09
H 7.0214 -3.0021 -5.7993 0.08
C -1.3591 0.1634 2.2840 -0.19
C 1.3499 -7.1689 8.0581 -0.11
O -2.6705 4.5770 4.0978 -0.03
O -3.0340 3.0592 -6.0069 -0.03
H -0.4778 4.9618 -3.4656 0.11
H -0.4314 1.2743 -2.2765 0.08
H -2.1404 1.5543 -7.1637 0.12
C -2.1039 2.0441 0.9723 -0.14
C 1.7150 -6.6768 4.4430 -0.19
C -1.9156 2.7553 -0.4214 -0.20
H -5.0154 -1.0053 3.7219 0.11
H -6.9942 -1.8625 3.5905 0.11
H 3.3569 2.9797 -7.3108 0.09
H 2.4705 -0.1691 2.1077 0.12
C 4.2800 -0.8664 -3.5163 -0.15
N -1.1185 0.8840 1.0007 -0.01
H -4.7007 3.5580 5.8437 0.13
H -1.7156 -4.6283 3.6786 0.04
H 4.9237 0.0083 -3.4226 0.11
O 1.8512 -6.7285 6.8055 -0.18
H -3.1398 1.7398 0.8228 0.11
H -1.2043 4.3361 -7.4825 0.10
C -3.0458 7.1420 0.7655 -0.23
H -2.9878 5.1037 3.3606 0.02
C 5.7450 -3.0057 2.7278 -0.20
H -0.7674 -1.4575 3.4351 0.12
H -3.9143 -1.7197 -3.4682 0.10
H 3.8002 -0.5109 0.9412 0.10
C 1.2126 -7.3572 5.7211 -0.23
H 3.6862 1.6768 0.0952 0.12
H 1.8442 3.0314 2.9020 0.03
C 2.8664 0.0252 1.1109 -0.31
N 1.0559 -7.1402 3.2187 -0.09
C 0.5937 2.6203 4.4244 -0.20
O -2.0188 6.2111 0.6595 -0.06
O -1.8357 5.4856 -4.8446 -0.05
H -1.8132 5.9085 1.5471 0.10
H 0.5734 -3.9658 1.1908 0.08
H -4.0043 -2.5894 -6.6914 0.11
H -2.7557 3.8224 -5.4955 0.05
H 3.5521 1.4457 -3.0470 0.11
H -2.3542 -0.2758 2.3536 0.10
H -6.0162 2.1011 5.0769 0.10
H -2.4547 3.6561 -0.7145 0.11
H -1.9071 2.7375 1.7900 0.10
H 0.2694 -3.5634 2.7942 0.07
C 1.4921 1.7388 5.2550 -0.25
O -4.0202 6.2261 2.6400 -0.09
O -0.0690 -2.0243 1.4483 -0.18
H -1.8520 7.5291 -3.2277 0.11
H -0.1115 3.2176 5.0023 0.12
H -3.8730 -1.0129 -6.4413 0.12
H 4.0714 -5.4759 -0.9268 0.09
C 2.5111 2.3936 -6.9515 -0.06
C 0.7031 -3.1387 1.8888 -0.11
C 6.6185 -2.0653 -6.1843 -0.14
O -0.5809 6.8100 -1.6865 -0.07
H 3.4572 -7.5138 1.8176 0.12
H 1.4474 -5.6203 4.4592 0.11
H 1.0488 -8.2164 8.0464 0.08
H -3.6246 -3.4156 -4.6382 0.13
O 6.3403 -0.8974 1.9576 -0.09
H -7.5492 -0.2711 3.3360 0.12
H -0.8766 2.9996 -0.6428 0.11
H 3.8439 1.7191 1.7960 0.12
H -3.3323 2.8312 3.1961 0.10
C -3.1845 -2.4688 -4.9510 -0.32
H -0.2153 6.3994 -4.3274 0.13
O 0.8122 0.7302 6.0202 -0.09
H 2.8026 -6.7237 4.3889 0.12
H 4.3311 -5.5494 0.8490 0.07
H 1.2654 1.4523 -5.1373 0.11
H -6.1353 -2.1061 -6.1103 0.09
H -4.5406 6.6121 3.3484 0.12
H 0.6134 -6.3061 1.4687 0.12
C -3.2765 3.3449 4.1558 -0.30
C 2.5257 -7.4518 1.2550 -0.21
H -1.8876 0.7483 -3.0560 0.08
H 1.5201 -8.4029 5.7132 0.12
H 0.5916 -0.4895 2.7097 0.09
C 6.9240 -2.0578 2.4334 -0.24
H 6.0594 -2.3660 -7.0704 0.08
O -5.1965 1.9676 4.5953 -0.06
H 4.1604 -1.4801 -2.6234 0.11
N 3.0359 -0.3049 -4.1208 -0.06
O -3.0617 -1.6240 -3.8991 -0.03
C 1.5346 -6.5163 2.0122 -0.21
C -6.9235 -1.0385 2.8803 -0.27
C -1.6435 6.6223 -2.6600 -0.20
H -4.9426 5.8420 0.7970 0.13
H 1.7875 -3.0576 1.9638 0.08
C -1.9504 2.4949 -6.6467 -0.28
H 2.1046 1.0547 4.6677 0.11
H 0.1276 1.8806 3.7735 0.09
C 3.1260 1.4840 1.0101 -0.19
H -2.5855 6.1929 -2.3188 0.11
H 1.1611 0.5844 6.9026 0.07
H -5.1596 3.9681 4.2275 0.11
C 4.8602 -1.8939 -4.5431 -0.20
O 2.1247 -0.2959 0.0309 -0.02
H -3.2258 7.5681 -0.2215 0.12
H -5.0335 -1.5857 2.0702 0.12
H 1.8750 -5.5357 2.3448 0.09
C 3.5914 -5.5564 0.0485 -0.06
H 6.9141 -0.3519 1.4148 0.10
H 2.2283 2.2882 5.8418 0.12
H 2.2719 1.6311 -7.6927 0.09
H -1.4916 2.3326 -3.1178 0.07
H 4.7276 -2.1502 1.3276 0.04
H 7.5656 -2.3900 1.6172 0.12
H -5.2270 1.0750 2.8284 0.03
H 1.2397 -0.4078 0.3857 0.06
H -7.5842 -0.6762 1.1567 0.08
O -5.2703 0.4505 2.1006 -0.08
H -1.4264 0.8184 3.1526 0.09
O -2.4099 1.7978 -1.3486 -0.19
H 1.9863 -6.9571 8.9174 0.09
O 5.9918 -1.3272 -5.1864 -0.19
O -1.4211 -5.4654 3.3195 -0.04
H 2.9401 -4.7211 0.3058 0.06
O 1.8761 2.1440 1.3703 -0.07
C -4.1595 -1.8937 -5.8667 -0.27
O -7.4937 -1.4919 1.6548 -0.06
C -1.4875 1.5169 -2.3948 -0.10
```

Values from the calculation:
- energy above the lowest of the compared OMol25 structures with the same formula, charge and spin (kJ/mol) = 0.00
- calculated total energy (Ha) = -3476.9325
- charge = 0
- HOMO energy (hartree) = -0.29349